P | A cluster of 2 separate species, C4H10OS in total. Source: the OMol25 dataset; level of theory: wB97M-V/def2-TZVPD.

Geometry (Å):
C (0.89727, 1.63859, 0.30374)
C (-1.76594, -0.09463, 1.97255)
C (-0.62604, -0.29873, -2.25295)
C (1.36861, -0.94894, 1.09921)
O (0.26859, -0.61393, -1.22054)
S (0.05388, 0.18525, 0.33619)
H (1.94773, 1.51609, -0.11489)
H (0.29244, 2.46340, 0.06671)
H (-2.52003, -0.54192, 1.23276)
H (-1.86855, 0.92853, 2.10518)
H (-0.07541, -0.71201, -3.04214)
H (-0.99629, 0.77414, -2.20891)
H (-1.63631, -0.81299, -2.00007)
H (1.45320, -1.72723, 0.43355)
H (2.20344, -0.30575, 1.21582)
H (1.00341, -1.44987, 2.07379)

Properties
- HOMO-LUMO gap (alpha / beta) (eV) = 8.043 / 8.043
- highest occupied orbital energy (alpha / beta) (hartree) = -0.3071 / -0.3070

Mulliken population analysis, charges in e, atoms 1 to 8: number 1, C, carries -0.85; number 2, C, carries -0.51; number 3, C, carries -0.50; number 4, C, carries -0.74; number 5, O, carries -0.36; number 6, S, carries 0.30; number 7, H, carries 0.26; number 8, H, carries 0.36

=====

Q | A cluster of 2 separate species, C4H10OS in total. Source: the OMol25 dataset; level of theory: wB97M-V/def2-TZVPD.

Geometry (Å):
C (-0.96853, 0.52840, -1.52392)
C (0.92156, 0.31630, 1.78417)
C (-0.84580, 0.37570, -0.06206)
C (0.54434, 0.30638, 0.31009)
O (-1.61227, -0.78289, 0.37863)
S (1.83741, -1.75120, -0.16928)
H (-0.94827, -0.33142, -2.15582)
H (-0.25707, 1.21703, -2.04320)
H (-1.98179, 0.91946, -1.65351)
H (0.25040, -0.58498, 2.15460)
H (2.05272, -0.08768, 2.03325)
H (0.61692, 1.26705, 2.17738)
H (-1.31649, 1.30483, 0.36528)
H (1.15255, 0.95466, -0.31430)
H (-1.15462, -1.50560, 0.15290)
H (1.70895, -2.14605, -1.43422)

Properties
- HOMO-LUMO gap (alpha / beta) (eV) = 8.535 / 8.534
- highest occupied orbital energy (alpha / beta) (hartree) = -0.3330 / -0.3330

Mulliken population analysis, charges in e, atoms 1 to 8: number 1, C, carries -1.38; number 2, C, carries -0.96; number 3, C, carries 0.60; number 4, C, carries -0.47; number 5, O, carries -0.50; number 6, S, carries -0.28; number 7, H, carries 0.32; number 8, H, carries 0.33

=====

R | A cluster of 2 separate species, C4H10OS in total. Source: the OMol25 dataset; level of theory: wB97M-V/def2-TZVPD.

Geometry (Å):
C (-1.64484, 0.75602, -0.58157)
S (-2.40303, -0.00646, 0.85225)
C (-0.91395, -0.21076, 1.90151)
H (-1.44225, 1.81922, -0.44793)
H (-2.35292, 0.70845, -1.41888)
H (-0.74233, 0.21379, -0.86385)
H (-0.21775, -0.89407, 1.40266)
H (-0.43566, 0.76221, 1.97371)
H (-1.30140, -0.63527, 2.81821)
O (1.70879, -0.87017, -0.35682)
C (2.13018, 0.09514, -0.93829)
C (3.38106, 0.08289, -1.76677)
H (1.60336, 1.05904, -0.80850)
H (3.12546, 0.20294, -2.81207)
H (3.81138, -0.91950, -1.68357)
H (4.07948, 0.82036, -1.38057)

Properties
- HOMO-LUMO gap (eV) = 9.167
- highest occupied orbital energy (hartree) = -0.3029

Mulliken population analysis, charges in e, atoms 1 to 8: number 1, C, carries -0.64; number 2, S, carries -0.10; number 3, C, carries -0.63; number 4, H, carries 0.28; number 5, H, carries 0.32; number 6, H, carries 0.06; number 7, H, carries 0.17; number 8, H, carries 0.23

=====

Name the most stable of them. R.

=====

P | The ion C4H6N3 with charge +1. Source: the OMol25 dataset; level of theory: wB97M-V/def2-TZVPD.

Geometry (Å):
C (0.96524, 0.76061, 0.88559)
C (-1.73452, 0.36538, -0.35451)
C (0.18505, -1.12804, -0.68872)
C (1.31358, -0.34781, 0.15571)
N (-0.14273, 1.37135, 1.22289)
N (-1.16414, -0.56779, -0.92230)
N (-1.28323, 1.28149, 0.66562)
H (1.63213, 1.23917, 1.67203)
H (-2.76325, 0.52212, -0.64077)
H (0.60845, -1.54526, -1.59100)
H (0.13732, -2.13928, -0.17977)
H (2.28354, -0.73046, 0.02959)
H (-1.83918, 2.02216, 1.06966)

Properties
- total charge = +1
- HOMO-LUMO gap (eV) = 7.856
- highest occupied orbital energy (hartree) = -0.5574

Mulliken population analysis, charges in e, atoms 1 to 8: number 1, C, carries -0.19; number 2, C, carries 0.02; number 3, C, carries -0.57; number 4, C, carries -0.05; number 5, N, carries -0.38; number 6, N, carries -0.26; number 7, N, carries 0.20; number 8, H, carries 0.35

=====

Q | A cluster of 2 separate species, C4H6N3 in total. Source: the OMol25 dataset; level of theory: wB97M-V/def2-TZVPD.

Geometry (Å):
C (-3.48138, -0.00612, 0.01564)
C (-0.77273, -0.04701, -0.11044)
C (1.32172, 0.79036, -0.00141)
C (1.36184, -0.75751, 0.05281)
N (-4.60276, 0.02707, 0.12773)
N (-0.12313, 1.06803, -0.07360)
N (-0.05942, -1.12185, -0.06951)
H (1.74139, 1.25321, 0.89279)
H (1.82419, 1.19563, -0.88221)
H (1.93446, -1.19549, -0.76323)
H (1.75409, -1.13198, 1.00144)
H (-0.51122, 1.99884, -0.08247)
H (-0.38706, -2.07316, -0.10755)

Properties
- total charge = +1
- HOMO-LUMO gap (alpha / beta) (eV) = 6.942 / 6.943
- highest occupied orbital energy (alpha / beta) (hartree) = -0.5749 / -0.5749

Mulliken population analysis, charges in e, atoms 1 to 8: number 1, C, carries 0.10; number 2, C, carries 0.17; number 3, C, carries -0.35; number 4, C, carries -0.36; number 5, N, carries -0.06; number 6, N, carries -0.06; number 7, N, carries -0.06; number 8, H, carries 0.30

=====

R | The ion C4H6N3 with charge +1. Source: the OMol25 dataset; level of theory: wB97M-V/def2-TZVPD.

Geometry (Å):
C (-1.03311, -1.26781, 0.20516)
C (0.70893, 0.65629, 0.64739)
C (-0.35415, 1.56896, -0.21825)
C (1.05182, -0.27014, -0.42613)
N (-1.76997, -0.29444, 0.26971)
N (-1.42186, 1.15753, -0.62640)
N (0.26597, -1.32319, -0.50306)
H (-1.44695, -2.03328, 0.83305)
H (1.63007, 1.23304, 0.92759)
H (0.29424, 0.26817, 1.61704)
H (-0.25804, 2.56176, -0.48767)
H (1.84865, -0.09710, -1.16537)
H (0.48440, -2.15978, -1.07307)

Properties
- total charge = +1
- HOMO-LUMO gap (eV) = 9.033
- highest occupied orbital energy (hartree) = -0.5489

Mulliken population analysis, charges in e, atoms 1 to 8: number 1, C, carries -0.16; number 2, C, carries -0.75; number 3, C, carries -0.01; number 4, C, carries 0.10; number 5, N, carries -0.20; number 6, N, carries -0.24; number 7, N, carries -0.04; number 8, H, carries 0.39

=====

Name the most stable of them. P.

=====

P | A cluster of 2 separate species, C3H11N3O in total. Source: the OMol25 dataset; level of theory: wB97M-V/def2-TZVPD.

Geometry (Å):
C (-0.65547, 1.22376, -0.90375)
C (-1.17584, 0.28432, -1.69962)
N (-1.76002, -0.92677, -1.10874)
N (0.77229, 1.47961, -0.94802)
H (-1.23162, 1.90683, -0.20347)
H (-1.09792, 0.32269, -2.76981)
H (-2.08383, -1.52885, -1.86778)
H (-0.60090, -0.79906, 0.45782)
H (-2.57415, -0.66466, -0.52570)
H (1.08394, 0.91707, -1.74417)
H (1.23679, 1.01635, -0.11300)
N (-0.26323, -1.15439, 1.36439)
C (1.49241, -0.75314, 1.43452)
O (1.71256, 0.49927, 1.54872)
H (-0.43117, -2.16018, 1.45610)
H (-0.78842, -0.63055, 2.06757)
H (1.77493, -1.42747, 2.27554)
H (1.80204, -1.26521, 0.43688)

Properties
- HOMO-LUMO gap (eV) = 7.412
- highest occupied orbital energy (hartree) = -0.2585

Mulliken population analysis, charges in e, atoms 1 to 8: number 1, C, carries -0.56; number 2, C, carries -0.18; number 3, N, carries -0.63; number 4, N, carries -0.71; number 5, H, carries 0.32; number 6, H, carries 0.42; number 7, H, carries 0.24; number 8, H, carries 0.21

=====

Q | A cluster of 2 separate species, C3H11N3O in total. Source: the OMol25 dataset; level of theory: wB97M-V/def2-TZVPD.

Geometry (Å):
C (-2.99553, 1.11494, -0.19328)
C (-2.08680, 0.08903, 0.46912)
N (-0.71599, 0.09706, -0.09324)
C (0.27281, -0.77260, 0.38956)
N (0.50550, -0.85738, 1.74701)
N (0.81804, -1.66934, -0.39755)
H (-3.10930, 0.88242, -1.25332)
H (-4.00647, 1.11202, 0.22676)
H (-2.72775, 2.17562, -0.19247)
H (-2.44303, -0.90849, 0.21521)
H (-2.05680, 0.23214, 1.55115)
H (-0.82264, 0.18647, -1.08961)
H (1.36682, -1.37428, 1.85833)
H (0.50075, 0.03074, 2.23684)
H (1.74818, -1.66831, 0.01595)
H (5.85100, 0.36634, -2.31091)
H (4.53234, 0.24553, -1.62912)
O (5.36887, 0.71808, -1.55042)

Properties
- HOMO-LUMO gap (eV) = 9.701
- highest occupied orbital energy (hartree) = -0.3296

Mulliken population analysis, charges in e, atoms 1 to 8: number 1, C, carries -1.23; number 2, C, carries -0.23; number 3, N, carries -0.26; number 4, C, carries 0.38; number 5, N, carries -0.45; number 6, N, carries -0.72; number 7, H, carries 0.34; number 8, H, carries 0.35

=====

Name the most stable of them. Q.

=====

P | The molecule C3H11N3O. Source: the OMol25 dataset; level of theory: wB97M-V/def2-TZVPD.

Geometry (Å):
C (0.23392, -1.24610, -1.39098)
C (-2.01799, 0.41900, 0.70532)
N (-0.82678, -0.32306, 1.09825)
H (-0.81980, -0.46350, 2.10753)
H (-2.89813, -0.22617, 0.80526)
H (-0.63978, -1.81747, -1.07242)
H (-0.05309, -0.40359, -2.02140)
H (0.86871, -1.92608, -1.96593)
H (-1.97835, 0.74412, -0.33886)
H (-2.17978, 1.28591, 1.35676)
N (0.73385, 1.58884, 0.60111)
C (1.22138, -0.65277, -0.18734)
O (2.30466, -0.02590, -0.84265)
N (0.55737, 0.20057, 0.76707)
H (2.76494, 0.46489, -0.13757)
H (-0.12436, 2.11091, 0.45279)
H (1.24259, 1.80869, -0.25920)
H (1.61062, -1.53828, 0.32225)

Properties
- HOMO-LUMO gap (eV) = 8.441
- highest occupied orbital energy (hartree) = -0.2767

Mulliken population analysis, charges in e, atoms 1 to 8: number 1, C, carries -1.21; number 2, C, carries -0.92; number 3, N, carries -0.34; number 4, H, carries 0.25; number 5, H, carries 0.31; number 6, H, carries 0.32; number 7, H, carries 0.29; number 8, H, carries 0.39

=====

Q | The molecule C3H11N3O. Source: the OMol25 dataset; level of theory: wB97M-V/def2-TZVPD.

Geometry (Å):
C (-1.59501, 1.24165, 0.69644)
N (-1.05016, 0.51815, -0.43263)
O (-2.12599, -0.15918, -1.11225)
H (-2.31496, 0.37700, -1.89512)
H (1.01685, 1.12928, -0.55441)
H (-0.75226, 1.60473, 1.28321)
H (-2.23640, 0.60918, 1.32288)
H (-2.19045, 2.08396, 0.33427)
C (2.46729, -0.33364, -0.46815)
N (-0.05908, -1.39011, 0.98383)
C (0.10383, -0.56440, -0.15690)
N (1.23421, 0.28194, -0.00353)
H (-0.95789, -1.85677, 0.95957)
H (0.01527, -0.85150, 1.83911)
H (0.11454, -1.21674, -1.04860)
H (3.28010, 0.37870, -0.33967)
H (2.63314, -1.23492, 0.11986)
H (2.41695, -0.61731, -1.52790)

Properties
- HOMO-LUMO gap (eV) = 9.578
- highest occupied orbital energy (hartree) = -0.3161

Mulliken population analysis, charges in e, atoms 1 to 8: number 1, C, carries -0.92; number 2, N, carries -0.07; number 3, O, carries -0.48; number 4, H, carries 0.33; number 5, H, carries 0.30; number 6, H, carries 0.33; number 7, H, carries 0.32; number 8, H, carries 0.29

=====

R | A cluster of 2 separate species, C3H11N3O in total. Source: the OMol25 dataset; level of theory: wB97M-V/def2-TZVPD.

Geometry (Å):
C (-3.02082, 0.59432, -0.55830)
C (-1.55690, 0.12622, -0.72029)
N (-0.65786, 1.01752, 0.04726)
C (0.55106, 1.39277, -0.54482)
N (0.38517, 2.04002, -1.76167)
N (1.63292, 1.28561, 0.12291)
H (-3.24329, 1.39797, -1.25649)
H (-3.71216, -0.22431, -0.69609)
H (-3.10858, 1.01480, 0.44259)
H (-1.26267, 0.22475, -1.76657)
H (-1.49602, -0.88669, -0.32026)
H (-0.41754, 0.60017, 0.94027)
H (-0.55184, 2.39790, -1.87284)
H (1.07647, 2.75323, -1.95702)
H (2.38245, 1.68080, -0.44150)
H (3.04424, -4.38343, 2.94902)
H (2.30465, -5.46431, 2.17590)
O (2.40378, -5.10263, 3.06185)

Properties
- HOMO-LUMO gap (eV) = 9.871
- highest occupied orbital energy (hartree) = -0.3311

Mulliken population analysis, charges in e, atoms 1 to 8: number 1, C, carries -1.09; number 2, C, carries -0.42; number 3, N, carries -0.31; number 4, C, carries 0.41; number 5, N, carries -0.49; number 6, N, carries -0.70; number 7, H, carries 0.26; number 8, H, carries 0.35

=====

S | A cluster of 2 separate species, C3H11N3O in total. Source: the OMol25 dataset; level of theory: wB97M-V/def2-TZVPD.

Geometry (Å):
C (2.65280, 0.41253, -1.16020)
C (1.28108, 1.11464, -1.21160)
N (0.17224, 0.15808, -0.96503)
C (-0.60536, 0.38017, 0.22446)
N (-2.00067, 0.29276, 0.10030)
N (-0.00601, 0.71909, 1.30184)
H (2.82362, -0.07341, -0.21382)
H (3.44667, 1.16261, -1.34168)
H (2.53492, -0.31128, -1.99124)
H (1.18791, 1.88408, -0.45753)
H (1.11747, 1.59804, -2.16963)
H (0.47360, -0.81687, -0.96113)
H (-2.40163, 0.28533, -0.82673)
H (-2.02688, -0.62965, 0.58184)
H (-0.66587, 1.17815, 1.92511)
H (-2.69228, -3.18516, 2.74474)
H (-2.69747, -1.64297, 2.37782)
O (-2.59413, -2.52612, 2.04246)

Properties
- HOMO-LUMO gap (eV) = 9.867
- highest occupied orbital energy (hartree) = -0.3350

Mulliken population analysis, charges in e, atoms 1 to 8: number 1, C, carries -1.07; number 2, C, carries -0.37; number 3, N, carries -0.37; number 4, C, carries 0.55; number 5, N, carries -0.61; number 6, N, carries -0.60; number 7, H, carries 0.31; number 8, H, carries 0.32

=====

Name the most stable of them. R.